Molecular formula: C7H19IO2Pt
Method: DFT, ωB97M-V/def2-TZVPD

Geometry as XYZ:
```
30
Properties=species:S:1:pos:R:3
C 2.94939 2.55630 -2.62371
C 1.31696 0.43807 -3.23740
H 2.25160 3.27587 -3.13452
H 3.47886 1.94323 -3.41053
H 3.48530 2.55010 -1.68980
H 0.76294 -0.17685 -2.61295
H 0.95605 1.29885 -3.78601
H 2.29526 0.10945 -3.60715
Pt 1.85028 1.19543 -1.57205
C 1.96180 -0.79140 -0.66474
H 0.88361 -1.04419 -0.62994
H 2.41849 -1.01592 0.32136
H 2.49603 -1.34392 -1.48066
I 1.82287 3.05792 0.34306
C -1.50134 0.89484 -0.96945
O -0.48715 0.63105 -0.02002
C -0.82537 1.22100 1.20739
C 0.25506 0.91688 2.25968
O 1.05269 -0.22367 2.05107
C 0.41024 -1.50300 2.10283
H -1.17169 0.44908 -1.92191
H -1.62478 1.98575 -1.12518
H -2.44201 0.43474 -0.62369
H -0.98774 2.31545 1.10055
H -1.72879 0.74716 1.61922
H 0.96868 1.75431 2.30915
H -0.31726 0.84955 3.20105
H -0.54815 -1.50524 2.64978
H 0.28238 -1.88964 1.08403
H 1.15737 -2.12464 2.60358
```

As for the expectation value of S²: 6.02. The spin multiplicity is 5. As for the HOMO energy (spin up / spin down): -15.835 / -17.181 eV. As for the charge: +2. The value obtained for the max |F| is 4.6 eV/A. The calculation puts the energy above the lowest of the compared OMol25 structures with the same formula, charge and spin at 2.923 eV. The lowest unoccupied orbital energy (spin up / spin down) is -6.72 / -12.73 eV.